A cluster of 4 separate species, C22H34IO13 in total in a non-equilibrium geometry. Source: the OMol25 dataset; level of theory: ωB97M-V/def2-TZVPD.

Properties
gap between HOMO and LUMO = 0.1584 hartree
HOMO level = -2.375 eV
molecular weight = 633.405 g/mol
largest force on an atom = 1.3 eV/Å

Geometry as ORCA input:
```
! wB97M-V def2-TZVPD RIJCOSX def2/J DEFGRID3
* xyz -1 1
C 3.58990 1.07388 1.66622
C 3.19340 0.80879 0.24247
O 2.92534 1.68755 -0.56274
O 3.16952 -0.50284 -0.07619
C 2.04127 -0.94236 -0.87087
C 1.07088 -1.72110 -0.01420
C 0.46963 -0.86537 1.11182
C -0.82888 -1.45488 1.72313
C -2.09862 -0.59925 1.79416
I -1.54864 1.37165 2.66532
C -2.63686 -0.27305 0.38807
C -3.99921 0.40543 0.49408
O -4.95804 -0.02774 -0.54124
C -5.66182 -1.09755 -0.16898
O -6.87580 -1.15086 -0.14945
H 3.81183 0.14854 2.18885
H 2.76060 1.59202 2.15322
H 4.46607 1.72411 1.69154
H 2.43628 -1.54789 -1.69034
H 1.53933 -0.07789 -1.29447
H 1.56736 -2.59625 0.41844
H 0.26781 -2.06317 -0.67536
H 1.22368 -0.80566 1.89974
H 0.26764 0.12813 0.70339
H -0.60943 -1.85073 2.71937
H -1.11891 -2.31878 1.10709
H -2.78372 -1.24189 -0.10272
H -1.96665 0.35910 -0.21168
H -3.94141 1.48814 0.39949
H -4.42187 0.17285 1.47631
H -5.05162 -1.97948 0.09606
C 6.49472 4.42556 5.87677
C 7.07670 3.10403 5.44934
C 8.01718 3.14249 4.26243
O 7.84505 1.83917 3.69661
C 6.60051 1.40333 4.02742
O 6.06941 0.45191 3.56718
O 6.05145 2.22874 4.95120
H 5.70422 4.27239 6.60967
H 7.26844 5.05017 6.32368
H 6.06270 4.95086 5.02452
H 7.55434 2.60046 6.29548
H 9.05982 3.29815 4.52711
H 7.70805 3.88670 3.52419
C 2.31261 2.86870 -4.25922
C 0.88551 2.43060 -4.45933
C -0.18249 3.38002 -3.95757
O -1.25628 2.48809 -3.63680
C -0.71072 1.28484 -3.32412
O -1.28374 0.39012 -2.79998
O 0.59787 1.26601 -3.67247
H 2.99429 2.04959 -4.48344
H 2.54325 3.70796 -4.91767
H 2.48240 3.16173 -3.22362
H 0.69835 2.17399 -5.50775
H -0.51060 4.10716 -4.69636
H 0.12726 3.89208 -3.04357
C -6.94587 -3.63455 -3.60989
C -6.94523 -4.88173 -2.76547
C -7.10959 -4.66400 -1.27775
O -6.42285 -5.80483 -0.73476
C -5.49085 -6.19626 -1.63202
O -4.64860 -7.00688 -1.42808
O -5.66433 -5.54059 -2.80562
H -6.64838 -3.86680 -4.63200
H -7.94266 -3.19460 -3.62637
H -6.24633 -2.89866 -3.21325
H -7.68744 -5.59831 -3.13219
H -8.14289 -4.65634 -0.94272
H -6.61431 -3.75469 -0.93408
*
```

---

A cluster of 2 separate species, C4H12 in total in a non-equilibrium geometry. Source: the OMol25 dataset; level of theory: ωB97M-V/def2-TZVPD.

Properties
SMILES = CC.CC
gap between HOMO and LUMO = 0.4758 hartree
HOMO level = -11.799 eV
molecular weight = 60.140 g/mol
relative energy (zero: lowest compared OMol25 entry of this formula, charge and spin) = 11.0 kJ/mol
largest force on an atom = 1.0 eV/Å

Geometry as ORCA input:
```
! wB97M-V def2-TZVPD RIJCOSX def2/J DEFGRID3
* xyz 0 1
C -0.50353 -1.98993 -0.30287
C -0.12158 -3.24414 0.46302
H -1.16567 -2.22772 -1.13174
H -0.99880 -1.28783 0.37023
H 0.37571 -1.50469 -0.72419
H -0.95970 -3.79648 0.89867
H 0.56506 -3.04387 1.28305
H 0.36831 -3.98625 -0.17878
C 0.48564 1.90182 0.02615
C 0.17534 3.38712 -0.19130
H 1.42338 1.61267 -0.44700
H 0.45195 1.69602 1.08739
H -0.27512 1.26360 -0.43632
H 0.88831 3.95429 0.39792
H -0.84657 3.60523 0.13284
H 0.13728 3.66015 -1.24707
*
```